Molecular formula: C4H11S2
Method: DFT, ωB97M-V/def2-TZVPD

For the HOMO-LUMO gap, the calculation gives 0.2032 Eh. The lowest unoccupied orbital energy is 3.103 eV. Its charge is -1. As for the multiplicity: 1. The calculation puts the relative energy (zero: lowest compared OMol25 entry of this formula, charge and spin) at 10.7 kcal/mol.

Atoms and positions in Å:
C 0.935 -2.912 1.863
S 2.231 -1.595 1.855
C 1.398 -0.234 0.949
H 1.081 -3.525 0.977
H 1.155 -3.489 2.756
H -0.055 -2.470 1.865
H 2.258 0.378 0.680
H 0.723 0.332 1.586
H 0.814 -0.604 0.112
C -1.391 1.838 -2.379
C -1.138 1.733 -0.860
S -2.129 0.527 0.075
H -2.378 2.296 -2.500
H -0.611 2.468 -2.818
H -1.484 0.932 -2.986
H -0.048 1.607 -0.734
H -1.360 2.718 -0.442

Atom charges from the Löwdin analysis, given in e for atoms 1 to 4: atom 1 (C): -0.4126, atom 2 (S): 0.6649, atom 3 (C): -0.4591, atom 4 (H): 0.0161